82
Properties=species:S:1:pos:R:3 method="wB97M-V/def2-TZVPD" e_tot_ha=-2136.97521 charge=+1 gap_ev=7.26 e_above_lowest_kcal_mol=0.0 mol_weight_g_mol=705.745 lumo_ev=-1.97
Pt 0.118 -0.559 -0.015
C -4.764 -0.462 0.267
C -3.289 -0.596 0.634
C -2.932 0.296 1.826
P -2.068 -0.261 -0.701
C -2.497 -1.229 -2.209
C -3.727 -0.787 -3.002
C -1.282 -1.234 -3.144
C -2.038 1.490 -1.087
C -3.087 2.184 -1.698
C -2.959 3.503 -2.091
C -4.087 4.249 -2.748
C -1.714 4.104 -1.888
C -0.674 3.451 -1.263
C -0.824 2.136 -0.790
N 0.176 1.452 -0.101
C 1.135 2.116 0.674
C 0.988 3.416 1.179
C 1.991 4.002 1.928
C 3.182 3.344 2.232
C 4.255 3.996 3.062
C 3.307 2.040 1.780
C 2.304 1.428 1.036
P 2.347 -0.290 0.513
C 3.501 -0.416 -0.916
C 3.398 0.851 -1.771
C 3.185 -1.640 -1.776
C 3.072 -1.210 1.927
C 2.152 -1.050 3.139
C 3.326 -2.685 1.619
H -5.374 -0.639 1.155
H -5.070 -1.183 -0.489
H -4.994 0.543 -0.090
H -3.093 -1.642 0.905
H -3.153 1.340 1.599
H -1.873 0.229 2.085
H -3.523 0.008 2.696
H -2.657 -2.243 -1.822
H -3.534 0.162 -3.501
H -4.625 -0.682 -2.398
H -3.931 -1.528 -3.776
H -1.057 -0.217 -3.476
H -1.497 -1.835 -4.029
H -0.391 -1.631 -2.660
H -4.026 1.677 -1.882
H -4.985 3.635 -2.806
H -3.821 4.552 -3.762
H -4.336 5.155 -2.193
H -1.554 5.118 -2.239
H 0.275 3.955 -1.150
H 0.076 3.967 1.003
H 1.836 5.009 2.301
H 4.209 5.081 2.981
H 5.248 3.677 2.745
H 4.148 3.740 4.118
H 4.206 1.484 2.027
H 4.514 -0.492 -0.507
H 2.368 1.009 -2.101
H 4.025 0.742 -2.657
H 3.720 1.740 -1.230
H 2.205 -1.508 -2.243
H 3.173 -2.576 -1.217
H 3.923 -1.734 -2.573
H 4.034 -0.735 2.143
H 1.156 -1.441 2.916
H 2.042 -0.008 3.436
H 2.554 -1.609 3.986
H 2.399 -3.199 1.352
H 3.736 -3.172 2.505
H 4.042 -2.826 0.809
C -0.716 -5.527 2.167
N -0.308 -4.544 1.172
C 0.217 -4.812 -0.066
C 0.399 -3.609 -0.676
N -0.008 -2.615 0.180
C -0.433 -3.212 1.279
H -0.026 -6.366 2.143
H -1.725 -5.881 1.963
H -0.683 -5.072 3.154
H 0.410 -5.815 -0.401
H 0.799 -3.396 -1.650
H -0.820 -2.714 2.153

87
Properties=species:S:1:pos:R:3 method="wB97M-V/def2-TZVPD" e_tot_ha=-2133.20225 charge=+2 gap_ev="9.81 / 5.49" spin_multiplicity=5 e_above_lowest_kcal_mol=40.2 mol_weight_g_mol=761.901 lumo_ev="-3.94 / -8.42" s2=6.01
Pt -0.206 0.044 1.791
C -2.436 2.080 2.131
N -1.778 3.138 1.426
C -2.359 4.466 1.434
C -1.361 5.267 0.602
N -0.205 4.383 0.514
C 0.964 4.893 -0.160
C -0.475 3.167 1.045
N 0.316 2.138 1.240
C 1.704 2.109 0.834
C 2.529 1.119 1.667
N 2.039 -0.232 1.535
C 2.760 -1.313 1.676
N 2.192 -2.551 1.631
C 0.832 -2.878 1.961
C 3.177 -3.600 1.809
C 4.503 -2.852 1.721
N 4.106 -1.454 1.807
C 5.164 -0.474 1.710
H -3.514 2.236 2.072
H -2.145 2.053 3.188
H -2.199 1.109 1.654
H -2.432 4.844 2.462
H -3.362 4.454 1.002
H -1.084 6.212 1.073
H -1.742 5.478 -0.403
H 0.653 5.714 -0.803
H 1.434 4.139 -0.782
H 1.695 5.290 0.550
H 2.174 3.084 0.976
H 1.770 1.819 -0.224
H 2.486 1.420 2.722
H 3.557 1.213 1.315
H 0.158 -2.059 1.650
H 0.708 -3.054 3.034
H 0.548 -3.789 1.432
H 3.068 -4.358 1.027
H 3.045 -4.093 2.780
H 5.020 -3.039 0.775
H 5.183 -3.102 2.538
H 6.111 -0.982 1.888
H 5.056 0.295 2.473
H 5.219 -0.019 0.718
C -2.484 -3.528 -0.898
C -2.897 -2.396 -1.800
C -4.061 -1.609 -1.262
C -3.045 -2.818 -3.234
Si -1.324 -1.050 -1.658
O -1.069 -0.884 -0.135
C 0.118 -1.945 -2.554
C 0.328 -1.770 -3.914
C 1.480 -2.262 -4.506
C 2.414 -2.945 -3.746
C 2.195 -3.139 -2.393
C 1.047 -2.643 -1.796
C -1.641 0.586 -2.572
C -0.662 1.547 -2.325
C -0.726 2.796 -2.909
C -1.776 3.110 -3.755
C -2.747 2.162 -4.025
C -2.676 0.908 -3.440
H -3.282 -4.274 -0.877
H -2.324 -3.186 0.121
H -1.585 -4.021 -1.258
H -4.952 -2.242 -1.253
H -4.288 -0.739 -1.871
H -3.876 -1.285 -0.241
H -3.920 -3.467 -3.321
H -2.181 -3.384 -3.577
H -3.205 -1.979 -3.906
H -0.398 -1.245 -4.520
H 1.641 -2.104 -5.560
H 3.308 -3.329 -4.214
H 2.911 -3.675 -1.791
H 0.885 -2.793 -0.742
H 0.159 1.292 -1.672
H 0.052 3.522 -2.722
H -1.829 4.085 -4.213
H -3.558 2.392 -4.698
H -3.445 0.190 -3.679
C -0.637 0.292 6.007
O -0.329 0.480 4.607
C -0.833 -0.388 3.754
O -1.536 -1.331 4.028
H -0.012 0.992 6.552
H -0.418 -0.734 6.297
H -1.695 0.495 6.178

83
Properties=species:S:1:pos:R:3 method="wB97M-V/def2-TZVPD" e_tot_ha=-2877.70119 charge=+4 gap_ev="4.94 / 5.15" e_above_lowest_kcal_mol=47.0 mol_weight_g_mol=769.792 lumo_ev="-14.63 / -14.28"
P 2.643 -0.119 -0.969
C 3.373 -0.384 0.691
H 4.476 -0.420 0.575
H 3.079 -1.343 1.139
H 3.150 0.411 1.412
C 3.317 -1.644 -1.706
H 3.337 -1.635 -2.806
H 2.776 -2.551 -1.384
H 4.367 -1.760 -1.368
C 3.770 1.205 -1.477
H 4.807 0.807 -1.465
H 3.750 2.063 -0.775
H 3.590 1.617 -2.487
P -0.821 3.255 -1.451
C -0.874 4.313 0.024
H -1.398 5.257 -0.247
H 0.129 4.603 0.378
H -1.421 3.883 0.879
C 0.118 4.411 -2.483
H 0.049 4.215 -3.565
H 1.194 4.445 -2.214
H -0.286 5.432 -2.319
C -2.562 3.469 -1.930
H -2.738 4.550 -2.112
H -3.257 3.162 -1.124
H -2.873 2.929 -2.843
P -2.043 -1.418 -0.962
C -2.865 -1.697 0.637
H -3.439 -2.647 0.577
H -3.587 -0.907 0.890
H -2.173 -1.805 1.493
C -3.567 -1.369 -1.947
H -4.253 -2.163 -1.581
H -3.418 -1.553 -3.023
H -4.109 -0.406 -1.842
C -1.407 -3.116 -1.156
H -2.263 -3.813 -1.162
H -0.771 -3.418 -0.310
H -0.819 -3.300 -2.073
Pb -0.066 0.539 -1.090
C 1.068 1.918 0.355
O 1.648 2.590 1.074
C -1.735 1.165 0.359
O -2.562 1.496 1.072
C -1.369 0.252 -4.351
C -0.719 -0.972 -4.283
C 0.687 -1.019 -4.139
C 1.425 0.140 -4.342
C 0.773 1.392 -4.409
C -0.608 1.427 -4.552
H -2.434 0.309 -4.464
H -1.243 -1.879 -4.423
H 1.162 -1.979 -4.088
H 2.465 0.101 -4.532
H 1.369 2.271 -4.561
H -1.102 2.298 -4.893
C 1.109 -2.644 0.627
P 0.372 -1.078 1.536
C 0.399 -2.282 2.890
C 1.326 -2.102 3.924
C 1.312 -2.944 5.022
C 0.399 -3.995 5.107
C -0.513 -4.195 4.067
C -0.516 -3.355 2.972
C -0.132 0.404 2.613
C -1.411 0.472 3.150
C -1.734 1.424 4.087
C -0.762 2.302 4.568
C 0.545 2.165 4.106
C 0.852 1.205 3.165
H 1.021 -2.433 -0.417
H 0.655 -3.598 0.911
H 2.116 -2.894 0.936
H 2.038 -1.269 3.888
H 2.016 -2.781 5.844
H 0.385 -4.653 5.978
H -1.237 -5.016 4.131
H -1.252 -3.549 2.179
H -2.203 -0.234 2.854
H -2.755 1.492 4.486
H -1.010 3.060 5.314
H 1.332 2.807 4.518
H 1.910 1.083 2.899